ORCA calculation (ωB97M-V/def2-TZVPD) on 4 unconnected molecules or ions with the total composition C18H18ClO6 at a distorted geometry.

```
43
C18H18ClO6, DFT ωB97M-V/def2-TZVPD
Cl -28.136 38.237 29.421
O -32.900 41.522 33.826
O -28.146 41.270 28.373
O -23.653 42.074 25.046
O -28.225 38.240 32.775
O -27.522 35.649 30.761
O -28.530 30.916 28.105
C -29.338 39.107 33.072
C -25.604 43.036 26.077
C -31.751 40.755 33.530
C -24.828 41.952 25.754
C -28.652 33.368 27.990
C -28.352 32.128 28.699
C -30.334 38.740 33.960
C -31.633 39.553 34.238
C -26.065 40.397 27.302
C -25.056 40.721 26.342
C -27.722 33.376 30.540
C -27.946 34.656 29.959
C -28.475 34.749 28.686
C -29.594 40.279 32.276
C -28.065 32.133 30.063
C -26.975 41.444 27.600
C -30.804 40.965 32.527
C -26.823 42.730 27.058
H -23.193 41.378 25.145
H -27.866 36.630 30.432
H -28.058 38.392 31.641
H -28.008 31.230 30.879
H -28.919 40.641 31.478
H -30.243 37.584 34.350
H -28.085 30.934 27.328
H -28.917 33.544 26.962
H -32.338 39.325 35.049
H -25.533 43.978 25.659
H -28.272 40.287 28.500
H -27.623 33.264 31.512
H -27.427 43.382 27.237
H -25.874 39.447 27.698
H -30.831 41.859 31.759
H -24.364 39.952 26.277
H -33.050 42.438 33.273
H -28.709 35.592 28.178
```

Properties
calculated total energy = -43761.474 eV
spin multiplicity = 1
Kohn-Sham gap = 7.71 eV
relative energy (zero: lowest compared OMol25 entry of this formula, charge and spin) = 302.7 kJ/mol
total charge = -1

Here are the natural (NBO) charges for atoms 1 to 2, given in e: atom 1 (Cl): -0.797, atom 2 (O): -0.711